(1)
{"formula": "C6H9N2O", "method": "wB97M-V/def2-TZVPD", "species": ["C", "C", "C", "C", "C", "C", "N", "N", "O", "H", "H", "H", "H", "H", "H", "H", "H", "H"], "coordinates": [[0.291, 0.375, -0.656], [1.345, 1.510, -0.734], [-0.408, -1.818, 0.705], [-0.246, 2.260, 0.897], [-1.243, -0.552, 0.199], [-0.406, -0.860, -1.162], [-0.601, 0.716, 0.262], [0.087, -2.172, -0.705], [0.874, 2.543, 0.151], [2.347, 1.127, -0.302], [1.277, 1.886, -1.701], [0.444, -1.516, 1.181], [-0.840, -2.599, 1.209], [-0.095, 2.182, 2.013], [-1.191, 2.836, 0.743], [-2.311, -0.631, 0.273], [1.072, -2.496, -1.084], [-0.395, -2.792, -1.291]], "total_charge": 1, "spin_multiplicity": 1, "total_energy_ev": -11382.580, "lumo_ev": -3.68, "homo_lumo_gap_ev": 9.0}

***

(2)
{"formula": "C16H34ClINP2Sm", "method": "wB97M-V/def2-TZVPD", "species": ["C", "I", "H", "H", "H", "Sm", "P", "C", "C", "H", "H", "H", "H", "H", "H", "C", "H", "H", "H", "P", "C", "C", "H", "H", "H", "C", "H", "H", "H", "H", "H", "H", "Cl", "C", "N", "C", "C", "C", "C", "C", "C", "C", "C", "H", "H", "H", "H", "H", "H", "H", "H", "H", "H", "H", "H", "H"], "coordinates": [[1.383, -0.154, 1.537], [-2.575, -1.439, 1.382], [2.098, -0.741, 0.900], [1.964, 0.157, 2.437], [1.291, 0.885, 1.078], [-0.512, 0.055, -0.394], [0.430, -1.694, 2.404], [-0.390, -1.087, 3.916], [-0.023, -3.483, 2.249], [0.435, -4.042, 3.075], [1.992, -2.767, 3.930], [0.336, -3.837, 1.275], [2.755, -2.350, 2.344], [-1.494, -1.194, 3.854], [-1.103, -3.613, 2.331], [2.079, -2.022, 3.140], [0.002, -1.674, 4.769], [2.475, -1.103, 3.586], [-0.128, -0.028, 4.047], [-0.237, 1.735, -2.609], [-1.116, 3.321, -2.859], [1.409, 2.065, -3.343], [-0.631, -0.350, -3.857], [-0.673, 1.131, -4.872], [-2.096, 0.731, -3.861], [-0.996, 0.689, -3.922], [2.084, 1.191, -3.305], [1.207, 2.306, -4.398], [-0.839, 3.677, -3.860], [-0.764, 4.051, -2.105], [1.903, 2.937, -2.875], [-2.209, 3.156, -2.796], [0.487, -1.894, -1.702], [-5.082, 1.944, 2.120], [-4.680, 1.465, 0.765], [-5.860, 1.092, -0.062], [-3.790, 2.517, 0.048], [-2.619, 2.859, 0.928], [-2.687, 4.031, 1.705], [-1.796, 4.255, 2.753], [-0.795, 3.323, 2.987], [-0.733, 2.173, 2.159], [-1.530, 2.001, 1.032], [-5.566, 2.937, 2.019], [-4.206, 2.034, 2.787], [-5.816, 1.238, 2.542], [-4.037, 0.660, 0.869], [-6.487, 1.981, -0.215], [-5.524, 0.707, -1.029], [-6.425, 0.337, 0.497], [-3.461, 2.037, -0.889], [-4.447, 3.375, -0.186], [-3.483, 4.749, 1.504], [-1.887, 5.120, 3.405], [-0.094, 3.415, 3.828], [-0.074, 1.336, 2.466]], "total_charge": 2, "spin_multiplicity": 6, "total_energy_ev": -75723.771, "s2": 8.798, "lumo_ev": [-7.23, -7.20], "homo_lumo_gap_ev": [6.5, 6.5]}

***

(3)
{"formula": "C28H44BrN3OsP2S", "method": "wB97M-V/def2-TZVPD", "species": ["C", "C", "C", "C", "N", "C", "C", "C", "C", "C", "C", "C", "C", "C", "Os", "P", "H", "H", "H", "H", "H", "H", "H", "H", "C", "C", "H", "H", "H", "H", "H", "C", "C", "H", "H", "H", "H", "H", "C", "C", "H", "H", "H", "H", "H", "Br", "P", "C", "C", "H", "H", "H", "H", "H", "C", "C", "H", "H", "H", "H", "H", "C", "C", "H", "H", "H", "H", "H", "S", "C", "N", "C", "C", "N", "H", "H", "H", "H", "H", "H"], "coordinates": [[1.781, 3.788, -0.312], [0.948, 2.892, -1.020], [0.977, 2.940, -2.427], [1.857, 3.834, -3.048], [2.644, 4.661, -2.363], [2.623, 4.647, -1.035], [0.068, 2.033, -0.224], [-0.421, 2.043, 1.021], [-1.619, 2.445, 1.640], [-2.275, 1.383, 2.356], [-3.466, 0.926, 1.780], [-3.885, 1.652, 0.674], [-3.579, 3.006, 0.468], [-2.387, 3.460, 1.020], [-0.647, 0.183, 0.319], [1.549, -0.550, -0.093], [0.318, 2.309, -3.031], [1.750, 3.835, 0.775], [1.896, 3.901, -4.141], [3.259, 5.355, -0.504], [-2.005, 4.476, 0.915], [-1.917, 1.066, 3.326], [-4.238, 3.642, -0.129], [-4.022, 0.064, 2.152], [2.159, -2.280, 0.190], [3.416, -2.725, -0.561], [1.330, -2.958, -0.062], [2.312, -2.386, 1.274], [3.651, -3.757, -0.269], [3.296, -2.713, -1.651], [4.293, -2.114, -0.317], [1.976, -0.226, -1.880], [3.332, 0.403, -2.190], [1.180, 0.436, -2.255], [1.854, -1.178, -2.421], [3.390, 0.548, -3.278], [3.460, 1.387, -1.715], [4.171, -0.241, -1.896], [2.645, 0.506, 0.979], [4.110, 0.100, 1.164], [2.150, 0.536, 1.968], [2.579, 1.531, 0.581], [4.574, 0.834, 1.838], [4.230, -0.895, 1.616], [4.671, 0.124, 0.222], [-5.174, 0.780, -0.575], [-1.566, -1.491, -1.169], [-0.546, -2.504, -2.319], [-1.191, -3.766, -2.896], [0.367, -2.770, -1.766], [-0.244, -1.828, -3.133], [-0.451, -4.279, -3.526], [-1.507, -4.465, -2.111], [-2.064, -3.540, -3.525], [-2.695, -2.658, -0.287], [-4.024, -3.008, -0.961], [-2.892, -2.201, 0.698], [-2.112, -3.578, -0.107], [-4.580, -3.699, -0.309], [-4.659, -2.125, -1.115], [-3.893, -3.511, -1.929], [-2.544, -0.386, -2.259], [-3.037, -0.889, -3.616], [-1.951, 0.539, -2.374], [-3.425, -0.100, -1.642], [-3.623, -0.085, -4.085], [-2.226, -1.145, -4.309], [-3.697, -1.762, -3.523], [-0.439, -1.360, 2.147], [0.019, -0.680, 3.674], [1.257, -0.332, 4.062], [1.265, 0.320, 5.365], [-0.219, 0.475, 5.667], [-0.849, -0.323, 4.632], [2.088, -0.680, 3.602], [1.767, 1.292, 5.315], [1.756, -0.306, 6.120], [-0.540, 1.517, 5.570], [-0.511, 0.132, 6.659], [-1.851, -0.505, 4.568]], "total_charge": 4, "spin_multiplicity": 5, "total_energy_ev": -136095.874, "s2": 6.080, "lumo_ev": [-13.22, -15.94], "homo_lumo_gap_ev": [5.7, 4.0]}

***

(4)
{"formula": "C46H123N5O18", "method": "wB97M-V/def2-TZVPD", "species": ["C", "O", "H", "H", "H", "H", "C", "O", "H", "H", "H", "H", "C", "O", "H", "H", "H", "H", "C", "O", "H", "H", "H", "H", "C", "O", "C", "C", "N", "C", "C", "O", "C", "H", "H", "H", "H", "H", "H", "H", "H", "H", "H", "H", "H", "H", "H", "H", "C", "O", "C", "C", "N", "C", "C", "O", "C", "H", "H", "H", "H", "H", "H", "H", "H", "H", "H", "H", "H", "H", "H", "H", "C", "O", "C", "C", "N", "C", "C", "O", "C", "H", "H", "H", "H", "H", "H", "H", "H", "H", "H", "H", "H", "H", "H", "H", "C", "O", "C", "C", "N", "C", "C", "O", "C", "H", "H", "H", "H", "H", "H", "H", "H", "H", "H", "H", "H", "H", "H", "H", "C", "O", "C", "C", "N", "C", "C", "O", "C", "H", "H", "H", "H", "H", "H", "H", "H", "H", "H", "H", "H", "H", "H", "H", "C", "C", "C", "O", "H", "H", "H", "H", "H", "H", "H", "H", "C", "C", "C", "O", "H", "H", "H", "H", "H", "H", "H", "H", "C", "C", "C", "O", "H", "H", "H", "H", "H", "H", "H", "H", "C", "C", "C", "O", "H", "H", "H", "H", "H", "H", "H", "H"], "coordinates": [[-0.117, -8.517, -5.531], [0.702, -7.409, -5.503], [-1.165, -8.225, -5.588], [0.021, -9.090, -6.448], [-0.082, -9.139, -4.637], [0.801, -7.016, -6.373], [6.236, 3.168, 1.198], [6.654, 1.814, 1.398], [5.581, 3.078, 0.331], [5.695, 3.596, 2.041], [7.181, 3.618, 0.893], [5.847, 1.302, 1.317], [6.839, 6.264, -9.229], [8.017, 5.340, -9.263], [5.959, 5.918, -9.771], [6.499, 6.528, -8.228], [7.068, 7.134, -9.845], [7.715, 4.547, -8.815], [-8.144, 5.586, -5.212], [-8.420, 4.223, -5.198], [-8.542, 6.045, -4.307], [-7.062, 5.682, -5.118], [-8.520, 6.011, -6.142], [-9.367, 4.073, -5.152], [-10.003, 2.395, 3.464], [-8.977, 1.386, 3.186], [-8.460, 1.221, 1.846], [-7.855, -0.179, 1.675], [-6.841, -0.377, 2.740], [-6.334, -1.739, 3.058], [-6.035, -2.545, 1.847], [-5.014, -3.439, 2.274], [-4.491, -4.282, 1.245], [-10.642, 2.290, 4.341], [-10.659, 2.741, 2.665], [-9.447, 3.311, 3.663], [-7.656, 1.942, 1.695], [-9.242, 1.452, 1.123], [-7.422, -0.341, 0.687], [-8.568, -0.993, 1.806], [-7.325, 0.023, 3.531], [-7.107, -2.351, 3.523], [-5.449, -1.590, 3.677], [-5.610, -2.076, 0.960], [-6.940, -3.028, 1.477], [-3.691, -4.836, 1.737], [-4.104, -3.751, 0.376], [-5.199, -4.991, 0.815], [0.804, 3.558, -2.652], [0.880, 3.929, -1.302], [-0.395, 4.091, -0.652], [-1.244, 2.772, -0.615], [-1.153, 2.143, 0.724], [0.110, 1.597, 1.188], [0.556, 0.509, 0.177], [1.828, -0.106, 0.324], [1.983, -1.241, -0.513], [0.478, 2.550, -2.906], [1.844, 3.736, -2.926], [0.291, 4.314, -3.246], [-0.970, 4.892, -1.117], [-0.167, 4.436, 0.357], [-0.973, 2.072, -1.405], [-2.267, 3.050, -0.870], [-1.977, 1.664, 1.058], [-0.135, 1.105, 2.129], [0.815, 2.384, 1.455], [0.694, 1.045, -0.762], [-0.178, -0.279, 0.009], [1.260, -2.055, -0.555], [2.973, -1.673, -0.364], [2.196, -0.827, -1.499], [5.755, -12.230, 1.648], [6.273, -13.277, 2.426], [6.444, -12.971, 3.792], [6.133, -14.178, 4.714], [4.746, -14.646, 4.543], [4.673, -15.977, 5.255], [5.149, -17.192, 4.321], [4.313, -17.004, 3.126], [4.822, -17.668, 2.010], [6.586, -11.546, 1.474], [4.995, -11.748, 2.263], [5.459, -12.593, 0.664], [5.899, -12.126, 4.215], [7.452, -12.576, 3.921], [6.291, -13.860, 5.745], [6.855, -14.960, 4.479], [4.563, -14.898, 3.582], [3.626, -16.196, 5.464], [5.120, -16.088, 6.243], [5.101, -18.176, 4.786], [6.207, -16.972, 4.176], [4.570, -18.728, 2.052], [5.899, -17.615, 1.851], [4.399, -17.187, 1.128], [5.949, -0.977, -6.711], [5.865, -1.343, -8.086], [5.568, -2.762, -8.214], [5.507, -3.176, -9.693], [4.957, -4.473, -9.952], [5.490, -5.752, -9.356], [5.120, -6.957, -10.155], [3.806, -7.495, -9.778], [3.518, -8.831, -10.327], [6.589, -1.595, -6.082], [4.959, -1.167, -6.297], [6.197, 0.059, -6.478], [4.716, -3.112, -7.630], [6.374, -3.388, -7.829], [6.507, -3.034, -10.101], [5.008, -2.324, -10.155], [4.062, -4.519, -10.418], [5.135, -5.808, -8.327], [6.571, -5.781, -9.223], [5.868, -7.743, -10.047], [5.090, -6.715, -11.217], [4.233, -9.604, -10.042], [3.426, -8.853, -11.413], [2.507, -9.146, -10.067], [-6.817, 3.463, 9.838], [-8.044, 2.818, 10.270], [-7.773, 2.200, 11.510], [-9.105, 1.618, 12.120], [-9.661, 2.303, 13.308], [-9.997, 3.745, 13.023], [-10.096, 4.471, 14.348], [-11.015, 3.961, 15.326], [-12.324, 4.264, 15.026], [-6.427, 4.171, 10.570], [-7.053, 3.824, 8.836], [-6.188, 2.580, 9.730], [-7.393, 2.820, 12.322], [-7.139, 1.357, 11.234], [-8.936, 0.593, 12.452], [-9.832, 1.448, 11.326], [-10.527, 1.837, 13.537], [-10.933, 3.789, 12.466], [-9.247, 4.157, 12.348], [-10.512, 5.437, 14.058], [-9.162, 4.630, 14.886], [-12.641, 3.926, 14.039], [-12.503, 5.335, 15.120], [-12.997, 3.750, 15.712], [10.961, -4.794, -3.456], [12.222, -4.411, -4.221], [12.098, -4.334, -5.706], [12.564, -3.146, -3.905], [10.384, -5.626, -3.860], [10.273, -3.950, -3.494], [11.114, -4.946, -2.387], [13.007, -5.101, -3.911], [11.836, -5.280, -6.181], [13.038, -4.008, -6.153], [11.375, -3.621, -6.100], [12.363, -3.076, -2.969], [-1.432, 12.893, -1.219], [-1.998, 13.484, -0.025], [-3.019, 12.618, 0.664], [-1.010, 13.572, 0.929], [-0.596, 13.471, -1.613], [-2.166, 12.795, -2.019], [-0.958, 11.927, -1.042], [-2.388, 14.465, -0.298], [-2.610, 11.645, 0.936], [-3.875, 12.437, 0.014], [-3.518, 13.088, 1.511], [-0.829, 12.696, 1.277], [2.377, 9.250, 7.432], [1.452, 8.891, 6.291], [0.019, 8.669, 6.796], [1.407, 9.813, 5.239], [3.363, 9.394, 6.990], [2.389, 8.401, 8.115], [2.141, 10.116, 8.052], [1.926, 7.984, 5.916], [-0.596, 8.413, 5.934], [-0.407, 9.526, 7.318], [0.031, 7.928, 7.596], [2.283, 10.206, 5.204], [-2.410, 9.231, -10.330], [-2.425, 10.721, -10.041], [-1.088, 11.421, -10.215], [-3.504, 11.335, -10.755], [-2.032, 8.943, -11.311], [-3.385, 8.751, -10.251], [-1.833, 8.842, -9.491], [-2.667, 10.895, -8.992], [-0.711, 11.595, -11.223], [-0.305, 10.958, -9.615], [-1.249, 12.382, -9.726], [-3.224, 11.507, -11.657]], "spin_multiplicity": 1, "total_energy_ev": -93985.923, "lumo_ev": 0.45, "homo_lumo_gap_ev": 8.8}